# 1
ORCA calculation (the ωB97M-V functional and the def2-TZVPD basis) on a structure of composition C37H35AuGe2N3.

Its spin multiplicity is 2. The value obtained for the total energy is -160130.3722 eV. As for the total charge: 0. The orbital gap (alpha / beta) is 6.90 / 6.30 eV. Its HOMO energy (alpha / beta) is -8.1 / -8.1 eV.

Atoms and positions in Å:
Au  1.17085  0.21528  -0.32973
N  5.80283  7.42130  5.49070
C  5.27238  6.63884  4.83794
C  4.60730  5.65823  4.01931
C  5.21629  4.43051  3.77423
C  4.57684  3.49323  2.98134
C  3.32495  3.76693  2.43951
C  2.72033  4.99440  2.69139
C  3.35761  5.94110  3.47357
C  2.63843  2.74899  1.58988
C  1.51865  2.13171  2.15579
C  0.98644  2.37575  3.45109
C  -0.13437  1.58758  3.58559
C  -0.26062  0.87208  2.37894
N  0.70932  1.19056  1.53409
C  3.18498  2.53294  0.32580
C  4.26694  3.24887  -0.26077
C  4.44127  2.74972  -1.52889
C  3.47078  1.73707  -1.68765
N  2.72571  1.60456  -0.59905
H  6.18582  4.21848  4.20380
H  5.04520  2.53806  2.78238
H  1.74787  5.20504  2.26563
H  2.89438  6.89929  3.66512
H  1.39971  3.05352  4.17926
H  -0.79137  1.51487  4.43658
H  -1.01332  0.14570  2.11596
H  4.81897  4.04506  0.21061
H  5.16232  3.05894  -2.26729
H  3.29923  1.11450  -2.55370
C  -0.38697  -4.50092  0.24942
Ge  0.64894  -2.85884  0.50722
C  0.84548  -2.52873  2.42767
C  2.42462  -3.11177  -0.28649
C  -0.22867  -1.28416  -0.28221
H  0.04225  -5.29681  0.86062
H  -0.37274  -4.81806  -0.79277
H  -1.42910  -4.36001  0.54121
H  1.34872  -3.36515  2.91505
H  -0.13378  -2.40442  2.89347
H  1.42556  -1.62225  2.60670
H  2.87158  -4.03839  0.07757
H  3.08857  -2.28593  -0.02358
H  2.36444  -3.16614  -1.37365
H  -1.04983  -1.02386  0.39154
C  0.28922  -2.13762  -3.35781
Ge  -1.02900  -1.51836  -2.05110
C  -1.86281  0.13035  -2.71591
C  -2.79189  0.01959  -3.75301
C  -3.42190  1.13997  -4.27517
C  -3.13742  2.39860  -3.76185
C  -2.22401  2.52726  -2.72688
C  -1.59463  1.40052  -2.21027
C  -2.46701  -2.85912  -1.97396
C  -2.35190  -4.01044  -2.70913
C  -3.30996  -5.04695  -2.62693
C  -4.37819  -4.92317  -1.79145
C  -4.55396  -3.74849  -1.01764
C  -5.66596  -3.60026  -0.15245
C  -5.84044  -2.46079  0.57674
C  -4.90946  -1.40563  0.46621
C  -3.82587  -1.52426  -0.35634
C  -3.60201  -2.70217  -1.11804
H  -0.16891  -2.22891  -4.34366
H  0.70465  -3.10473  -3.07482
H  1.10690  -1.41903  -3.43043
H  -3.03808  -0.95940  -4.15229
H  -4.14021  1.03083  -5.07805
H  -3.63025  3.27449  -4.16430
H  -2.00052  3.50422  -2.31649
H  -0.89306  1.52598  -1.39188
H  -1.49856  -4.15324  -3.36327
H  -3.18226  -5.94175  -3.22309
H  -5.11144  -5.71690  -1.70845
H  -6.38051  -4.41233  -0.08363
H  -6.69450  -2.35821  1.23363
H  -5.06344  -0.49376  1.02916
H  -3.13739  -0.69395  -0.45061



# 2
ORCA calculation (the ωB97M-V functional and the def2-TZVPD basis) on a structure of composition C37H35BF6N2O2S.

The value obtained for the total energy is -73822.3294 eV. As for the total charge: 0. The orbital gap is 3.30 eV. Its HOMO energy is -5.0 eV.

Atoms and positions in Å:
C  3.18444  0.70013  -3.98981
C  3.02264  0.90860  -2.53728
C  3.75441  1.80488  -1.74583
C  3.41375  1.79314  -0.40319
C  2.24271  0.97105  -0.04368
B  -1.58606  -1.55766  -2.30954
C  -2.04320  -0.27883  -3.00149
C  -2.84580  -0.34128  -4.15110
C  -3.11211  0.81244  -4.86815
C  -3.96476  0.70227  -6.10804
F  -4.00901  1.86193  -6.82502
F  -3.49706  -0.27650  -6.94920
F  -5.26067  0.37001  -5.79698
C  -2.61044  2.04567  -4.46742
C  -1.83067  2.10086  -3.31389
C  -1.25872  3.40972  -2.85842
F  -2.06615  4.02518  -1.93191
F  -0.03304  3.24335  -2.24740
F  -1.07645  4.28888  -3.88112
C  -1.57377  0.96574  -2.56267
O  -1.67782  -2.79073  -2.87028
C  -0.53340  -3.66427  -2.78564
C  0.26903  -3.52770  -1.45523
C  0.01479  -4.73338  -0.55754
C  1.75404  -3.44525  -1.79638
C  -0.08980  -2.34115  -0.64660
O  -0.89461  -1.41502  -1.08012
S  1.97468  -0.00873  -1.55823
H  3.97395  1.35644  -4.37031
H  3.45891  -0.33958  -4.21298
H  2.25181  0.92592  -4.52417
H  4.52236  2.43242  -2.21012
H  3.91487  2.39806  0.34783
H  -3.24301  -1.29711  -4.47986
H  -2.81208  2.94073  -5.04191
H  -0.99507  1.04692  -1.64946
H  -0.93037  -4.68242  -2.89238
H  0.11018  -3.44186  -3.65322
H  0.59273  -4.65319  0.37291
H  -1.05162  -4.78787  -0.30596
H  0.31024  -5.66028  -1.06510
H  2.36650  -3.34850  -0.89046
H  2.06581  -4.35202  -2.33262
H  1.94826  -2.57225  -2.43286
H  0.27204  -2.24964  0.38073
H  1.35262  1.60243  -0.12853
C  1.01718  -3.96983  4.17991
N  1.45376  -2.61245  3.86834
C  1.71608  -2.13274  2.61504
C  1.75505  -0.71633  2.64034
C  1.51676  0.25569  1.59543
C  0.28877  0.91546  1.72145
C  -0.90161  0.31219  2.20997
N  -1.91878  1.20861  2.20637
C  -3.26092  0.93981  2.69194
C  -1.44684  2.45046  1.77175
C  -0.06908  2.32448  1.50381
C  0.66663  3.46886  1.22977
C  -0.00992  4.69175  1.11632
C  -1.39092  4.78505  1.34740
C  -2.13301  3.65246  1.71663
C  1.67241  -0.36451  4.06108
C  1.44456  -1.55856  4.78493
C  1.07314  -1.57708  6.12680
C  1.00077  -0.34029  6.78581
C  1.25950  0.85678  6.09267
C  1.56650  0.85137  4.72293
H  1.06803  -4.11060  5.26367
H  -0.02309  -4.14206  3.85314
H  1.66668  -4.69529  3.67456
H  1.82862  -2.79528  1.76338
H  2.53059  0.29212  0.88848
H  -1.05802  -0.70669  2.55588
H  -3.92901  1.73545  2.35115
H  -3.60399  -0.02808  2.30564
H  -3.29595  0.89667  3.79169
H  1.74746  3.39988  1.10247
H  0.54746  5.58983  0.84284
H  -1.89345  5.74696  1.24212
H  -3.19865  3.68460  1.94035
H  0.85578  -2.52498  6.62126
H  0.74088  -0.30649  7.84352
H  1.20965  1.80415  6.63066
H  1.73192  1.77710  4.17111



# 3
ORCA calculation (the ωB97M-V functional and the def2-TZVPD basis) on a structure of composition C37H35BN2O5RuS2.

Its spin multiplicity is 6. The value obtained for the total energy is -77087.2896 eV. As for the total charge: -1. The orbital gap (alpha / beta) is 4.48 / 6.26 eV. Its HOMO energy (alpha / beta) is -2.1 / -4.9 eV.

Atoms and positions in Å:
Ru  1.06810  0.45955  -0.56120
S  5.26122  1.31402  1.02643
C  5.40975  -0.19453  0.14409
C  6.52158  -1.00212  0.01225
C  6.42118  -2.16603  -0.74419
C  5.21021  -2.49707  -1.34922
C  4.09141  -1.69266  -1.22049
C  4.18174  -0.51890  -0.46612
N  3.18304  0.37627  -0.24169
C  3.57450  1.40793  0.56722
C  2.67826  2.45410  0.84288
C  3.02799  3.62862  1.54495
C  2.15338  4.69503  1.59908
C  0.90830  4.63168  0.98197
C  0.52491  3.44495  0.34233
C  1.36651  2.35608  0.27305
H  7.45564  -0.73503  0.49073
H  7.28163  -2.81210  -0.85657
H  5.13695  -3.40876  -1.93025
H  3.14555  -1.95993  -1.67302
H  4.00075  3.70142  2.01965
H  2.44842  5.59607  2.12556
H  0.23366  5.47787  1.01624
H  -0.46563  3.38724  -0.09099
C  3.45741  3.16901  -2.25228
C  2.48500  2.72475  -3.29765
C  2.43547  3.43205  -4.53052
C  1.54436  3.05656  -5.48591
C  0.69914  1.94645  -5.25381
C  -0.23740  1.50093  -6.21534
C  -1.01120  0.40679  -5.94879
C  -0.86598  -0.28153  -4.73240
C  0.03640  0.11939  -3.77153
S  0.25216  -0.86296  -2.34466
C  0.82964  1.28091  -4.01815
N  1.69915  1.69941  -3.05355
H  4.12176  3.93877  -2.64149
H  4.04765  2.32360  -1.89975
H  2.92416  3.56464  -1.38746
H  3.10594  4.26792  -4.67699
H  1.47337  3.58699  -6.42870
H  -0.32420  2.03964  -7.15142
H  -1.73583  0.05552  -6.67227
H  -1.47056  -1.15864  -4.54122
C  -0.27594  -3.56852  1.54504
C  0.95003  -2.69665  1.32384
C  2.23354  -3.41008  1.74156
O  1.07842  -2.37271  -0.06786
C  0.83456  -1.39238  2.15776
O  0.54921  -1.51145  3.34438
O  1.09988  -0.28983  1.56332
H  -0.15011  -4.52931  1.03941
H  -1.17003  -3.07404  1.16102
H  -0.41445  -3.73681  2.61134
H  2.31409  -4.36681  1.22203
H  2.23318  -3.57533  2.81873
H  3.09696  -2.79901  1.47558
H  0.34481  -2.76658  -0.54940
C  -6.00434  -2.91695  2.02739
C  -5.91947  -1.60712  2.81050
C  -7.21190  -0.81790  2.56308
C  -5.81279  -1.95180  4.30286
C  -4.71042  -0.76614  2.39651
C  -4.49307  0.46609  3.02024
C  -3.40418  1.28141  2.72700
C  -2.52475  0.82205  1.77283
O  -1.37886  1.39554  1.30459
B  -0.85009  0.49489  0.37872
O  -1.72152  -0.60181  0.23933
C  -2.73237  -0.38888  1.13918
C  -3.80511  -1.20406  1.42593
H  -6.88207  -3.47858  2.35329
H  -5.12690  -3.54330  2.19498
H  -6.09992  -2.74056  0.95460
H  -8.08091  -1.41494  2.85086
H  -7.30869  -0.55555  1.50837
H  -7.23263  0.10623  3.14013
H  -6.66544  -2.56078  4.61427
H  -5.79614  -1.05345  4.91932
H  -4.89740  -2.50954  4.50439
H  -5.19257  0.80375  3.77427
H  -3.24232  2.22320  3.23202
H  -3.91575  -2.14624  0.90978